51
Properties=species:S:1:pos:R:3:forces:R:3 method="wB97M-V/def2-TZVPD" e_homo_ev=-8.40 lumo_energy_ev=0.753 charge=0 smiles="CCCC(=O)O[C@H]1C[C@@H](C)N(C(=O)c2ccccc2)c2ccc(C)cc21" relative_energy_ev=0.679 orbital_gap_ev=9.2
C -2.3975 -2.3055 1.4167 -0.2 0.0 0.0
C -3.7294 -1.7021 1.8448 0.1 0.1 0.1
H -4.4546 -1.7900 1.0336 -0.1 0.0 0.1
H -4.1174 -2.2498 2.7061 -0.1 0.0 0.0
C -3.5937 -0.2218 2.2264 -0.1 -0.1 -0.2
C -3.2508 0.5866 0.9979 -0.4 -0.1 0.4
O -4.0242 0.8497 0.1139 -0.1 0.0 -0.1
O -1.9686 0.9525 1.0102 0.4 0.1 0.2
C -1.4467 1.6741 -0.1253 -0.1 0.3 -0.4
C -0.7912 0.6743 -1.0509 0.2 0.1 0.2
C -1.5839 -0.1887 -1.7960 0.1 -0.1 -0.2
C -1.0255 -1.1797 -2.5884 -0.1 0.1 0.1
C 0.3613 -1.2803 -2.6440 0.0 0.1 0.1
C 1.1647 -0.4177 -1.9276 -0.1 0.1 -0.1
C 0.5962 0.5512 -1.1061 -0.5 -0.4 -0.5
N 1.3929 1.4707 -0.3985 -0.1 0.2 -0.1
C 2.4305 1.0770 0.3964 0.1 -0.2 0.1
O 3.2161 1.8391 0.9228 0.1 0.0 0.0
C 2.5434 -0.4006 0.6156 0.2 -0.2 0.4
C 3.7781 -1.0161 0.4487 -0.1 0.2 0.0
C 3.9227 -2.3668 0.7081 0.1 -0.1 0.0
C 2.8410 -3.1047 1.1585 0.0 -0.1 0.0
C 1.6176 -2.4870 1.3605 -0.1 0.0 0.1
C 1.4654 -1.1390 1.0926 0.1 0.0 0.1
H 0.5124 -0.6596 1.2632 -0.1 0.0 0.0
H 0.7782 -3.0595 1.7268 -0.1 0.0 0.0
H 2.9528 -4.1596 1.3617 0.0 -0.1 0.0
H 4.8812 -2.8433 0.5635 0.1 0.0 0.0
H 4.6168 -0.4260 0.1097 0.1 0.1 0.0
C 0.7975 2.8095 -0.4252 -0.1 0.5 0.3
C 1.7066 3.9353 0.0421 0.0 -0.1 -0.1
H 1.9344 3.8464 1.0992 0.0 0.1 0.0
H 2.6418 3.9234 -0.5093 0.1 0.1 0.0
H 1.2050 4.8843 -0.1360 -0.1 0.1 0.0
C -0.4812 2.7373 0.4144 0.0 -0.2 -0.2
H -0.2093 2.4628 1.4364 0.1 0.1 0.0
H -0.9688 3.7117 0.4425 0.0 0.0 0.0
H 0.5234 2.9962 -1.4741 0.1 -0.1 0.2
H 2.2391 -0.4897 -1.9970 0.1 0.0 0.0
H 0.8153 -2.0360 -3.2679 0.1 -0.1 -0.1
C -1.8886 -2.1112 -3.3822 0.0 0.0 -0.1
H -1.7800 -1.9088 -4.4475 -0.1 0.0 -0.1
H -1.5942 -3.1449 -3.2088 0.0 -0.1 0.0
H -2.9350 -1.9932 -3.1143 -0.1 0.0 0.0
H -2.6583 -0.0837 -1.7459 -0.1 0.0 0.0
H -2.3015 2.1318 -0.6408 0.2 -0.1 0.1
H -2.8123 -0.0929 2.9749 0.0 0.0 0.0
H -4.5451 0.1408 2.6177 0.1 0.1 0.0
H -2.0084 -1.8079 0.5307 0.1 0.0 -0.1
H -2.5179 -3.3620 1.1877 0.1 -0.1 0.0
H -1.6647 -2.2073 2.2150 0.1 0.0 0.1

***

10
Properties=species:S:1:pos:R:3:forces:R:3 method="wB97M-V/def2-TZVPD" e_homo_ev="-16.61 / -16.60" lumo_energy_ev="-8.877 / -8.879" charge=+1 relative_energy_ev=3.221 orbital_gap_ev="7.7 / 7.7"
C 1.2125 -2.0522 -0.1117 -5.2 1.9 4.0
N 1.9854 -2.5692 -0.7523 2.3 -1.3 -1.9
O -1.1198 0.3504 -1.1556 -0.5 0.8 2.4
O -1.0034 1.5226 0.9731 2.5 -2.6 2.2
O 1.0922 0.6003 0.0089 -0.2 -1.5 -1.5
P -0.3962 0.3019 0.2331 -1.6 1.3 -1.1
S -0.7660 -1.2983 1.3844 2.9 -1.5 -1.9
H -0.7378 -0.1683 -1.8162 0.9 -1.5 -2.3
H -1.6159 2.0801 0.6068 -2.6 2.3 -1.7
H 1.3490 1.2327 0.6294 1.6 2.1 1.8